#a
13
Properties=species:S:1:pos:R:3 method="wB97M-V/def2-TZVPD" homo_energy_ev=-8.63 smiles=CCSSC lumo_energy_ev=0.66 gap_ha=0.3415
C -2.35040 0.83688 -0.29193
C 2.72014 -0.54877 -1.02473
H -1.74176 1.59404 -0.75586
H -3.10564 1.28757 0.34412
H 2.84065 0.36026 -1.61194
S -1.31519 -0.18565 0.86541
H 1.30763 -1.78509 -0.09500
H 3.32170 -0.37397 -0.12505
H -2.76327 0.13561 -1.00019
H 3.23209 -1.36811 -1.52372
S 0.61513 0.52522 0.32496
C 1.28825 -0.84505 -0.64619
H 0.63999 -0.92650 -1.51733


#b
13
Properties=species:S:1:pos:R:3 method="wB97M-V/def2-TZVPD" homo_energy_ev=-8.34 smiles=CSCCS lumo_energy_ev=0.78 gap_ha=0.3352
H -0.21407 -1.77298 -2.37313
H 0.13245 1.20516 2.00745
H 1.89626 0.86704 0.43106
H -0.69387 -2.25694 -0.91009
S 1.30603 -0.92386 -0.78430
S -0.67859 2.26445 0.02894
C -0.30655 -1.41504 -1.38847
H -1.94898 1.87879 -0.04258
H 1.55308 -0.47800 1.43987
C 1.16085 0.13426 0.63674
H -1.05140 0.25798 1.21320
C -0.14226 0.83169 1.05252
H -1.01294 -0.59255 -1.31122


Name the most stable of them. #a.


#a
77
Properties=species:S:1:pos:R:3 method="wB97M-V/def2-TZVPD" homo_energy_ev="-16.72 / -16.75" total_charge=+3 spin_multiplicity=2 lumo_energy_ev="-9.38 / -11.44" gap_ha="0.2699 / 0.1954"
S 1.00462 4.73307 1.01989
C -2.18128 1.12945 3.24537
C -2.12601 -2.02800 -2.73564
C -1.99638 -4.12388 -0.86119
C 0.59352 -2.03025 2.11449
C -2.65485 -1.32570 -5.03084
H -2.76411 -0.52169 -5.74627
Zr 0.58049 1.39769 0.35281
H -2.45668 0.79242 4.24312
F 5.01289 3.89744 -0.90433
H -3.73445 0.86660 -1.57720
C 4.76863 3.08968 0.08949
C 1.37881 1.09091 -3.60106
C -0.00472 3.06060 -3.38269
C -1.77441 -1.75333 -1.39011
F 1.38907 3.75942 3.40897
H 2.17379 0.56099 -4.10944
H 0.28206 0.28219 5.22556
C -3.28985 0.87262 -0.58167
H 2.68843 -3.16813 -0.07859
As 1.77877 -1.05609 0.93921
C -1.24091 -2.03098 3.68208
O 0.22366 3.45800 0.76982
H -1.49385 3.01622 -1.84778
H -1.96129 -4.92358 -0.13325
C 0.70034 0.49711 -2.54799
C -2.31814 -4.40699 -2.19144
C -2.27400 -1.02620 -3.71251
H -2.23946 2.21673 3.21507
H -1.98442 -1.50778 4.27069
H -0.12544 -5.18142 3.12756
H -1.49310 -2.62863 0.56333
H -0.27551 4.05379 -3.71642
N 2.53562 4.45663 0.68872
C -0.20207 -4.10548 3.04251
C -2.39135 -3.37423 -3.12999
H 1.26266 -2.60589 -0.98644
O 2.58330 1.99159 1.36485
H -2.09871 0.00933 -3.44870
S 2.91706 2.99826 0.31753
F -0.27384 5.14310 3.22350
H 3.32110 -0.35292 2.79510
H -3.25231 1.89886 -0.21714
C 2.18179 -2.29736 -0.49084
F 5.29113 3.50646 1.20971
H -2.52665 -5.42503 -2.49722
C 0.58401 1.01696 4.48100
C -2.89343 -2.62901 -5.40947
C 0.67685 -3.41450 2.21708
H 1.42472 -3.96907 1.66370
H -2.96089 -4.67995 -4.74829
F 1.76131 5.89117 3.21856
O 2.26387 2.47945 -0.90717
C -1.16681 -3.41651 3.76441
As -0.36788 0.60095 2.84345
C 0.97333 4.91100 2.87384
O 0.46842 5.89273 0.42923
C -0.68955 2.47017 -2.32963
H 1.55053 2.83290 -4.83757
C -0.36395 -1.33293 2.86001
H 0.96316 -0.51561 -2.25353
H 1.65852 0.95921 4.32056
C -1.73184 -2.82075 -0.47639
F 5.14916 1.85718 -0.18815
H 2.84963 -1.81612 -1.20398
H -3.18696 -2.86685 -6.42277
H -3.93465 0.29521 0.08084
Ge -1.51395 0.05465 -0.63391
C -2.76332 -3.65370 -4.46213
C 1.02318 2.37023 -4.01329
H 3.78095 -1.94807 2.15801
H -1.85253 -3.95346 4.40614
H 4.20103 -0.46887 1.25655
C -0.35450 1.17289 -1.90218
H 0.32183 2.01427 4.82439
C 3.45564 -0.94379 1.89162
H -2.85983 0.70461 2.50846


#b
77
Properties=species:S:1:pos:R:3 method="wB97M-V/def2-TZVPD" homo_energy_ev="-16.27 / -16.79" total_charge=+3 spin_multiplicity=2 lumo_energy_ev="-9.65 / -10.38" gap_ha="0.2430 / 0.2357"
H -2.34392 -0.37344 2.92511
C -0.96209 -0.72335 -4.42930
C 5.04383 -1.65732 -2.14233
F 3.02852 -2.16774 2.43267
H -3.19666 -3.45310 0.84145
Zr -0.09429 0.44240 -0.51323
F 1.87243 -0.45804 3.08215
C 2.77950 3.26941 -5.72497
H 2.17743 4.46428 -0.98670
F -0.16639 4.21051 -0.19744
H -1.55767 -3.61263 0.15323
C 3.82795 -1.62310 -2.82425
F 3.21849 -0.27838 1.39908
H 5.03605 1.41492 -0.73400
C 1.85818 4.04185 -6.46081
H 3.62339 3.62460 -0.35581
H -5.20497 -0.77205 0.41604
C 0.10440 3.43960 -4.89777
H -1.50082 -1.45769 -5.02666
C -0.69545 2.22824 -2.52373
H -6.05568 -0.69262 -3.76646
H 2.09495 -0.45376 -3.28220
H -1.95287 4.08100 -5.06035
As -2.24479 -1.21023 0.59150
H 0.09011 -0.75313 -4.70859
O -1.22815 1.76361 0.71882
H -1.68858 -3.63767 -2.33829
O 1.13737 1.79480 0.61558
H -0.34968 -3.38010 -3.47132
S -0.02148 2.26106 1.56052
H -0.16649 4.66092 -6.65506
H -3.90440 -1.06009 2.42373
H -1.35659 0.27456 -4.61067
N -0.25367 -0.76432 1.25346
C 2.40293 -1.08872 2.05392
C 0.55091 4.09908 -6.06994
H 2.17950 4.56284 -7.35199
S 1.00411 -1.62518 0.88774
C -2.16420 -3.10607 0.89743
C -0.76217 -3.09169 -2.50578
C -4.84791 -0.81185 -0.60500
O 0.94630 -3.04105 0.91311
H 5.66589 -2.54051 -2.20757
H -2.67871 2.92513 -3.01684
C -3.49943 -0.96257 -0.90569
H -1.19619 1.92350 -1.59405
H 6.42469 -0.60826 -0.87724
H -1.74884 -3.28672 1.88646
C 0.64390 2.14606 -2.84854
F -1.15412 4.58859 1.69696
C -1.64432 2.88752 -3.32978
H -3.67701 -0.94309 -4.29220
C -5.33685 -0.76543 -2.96144
As -1.15501 -1.18449 -2.56001
H 3.07174 1.87484 -4.18029
C -3.07764 -0.41562 2.12450
C 5.47373 -0.57010 -1.39061
C -5.76714 -0.71800 -1.64428
C -0.08971 4.08141 1.12348
C 4.68828 0.56721 -1.31360
H -3.43885 0.57986 1.88081
C -3.98483 -0.90632 -3.25511
H -0.03879 -3.32444 -1.72654
C 1.03190 2.69276 -4.12653
O 1.39935 -1.02720 -0.46591
C -1.23938 3.51498 -4.47432
H 3.51960 -2.47296 -3.41799
Ge 2.43257 2.17006 -1.97760
C 2.37109 2.59427 -4.60422
C 3.45924 0.60599 -1.98438
H 3.79939 3.16900 -6.07172
H 3.64617 4.35268 -1.97415
C 3.03660 -0.49709 -2.74104
F 1.01641 4.64161 1.56776
C 3.02483 3.83481 -1.24254
H -6.81929 -0.60651 -1.41881
C -3.05467 -1.00513 -2.22812


Name the most stable of them. #a.


#a
9
Properties=species:S:1:pos:R:3 method="wB97M-V/def2-TZVPD" homo_energy_ev=1.89 total_charge=-2 lumo_energy_ev=7.59 gap_ha=0.2094
H 0.93498 -1.52041 -0.17837
N -1.84310 0.09632 0.11719
C 1.48878 -0.63553 0.03120
C 2.74540 -0.42030 0.23012
C -0.72775 0.66568 -0.03908
O -2.88022 0.50781 -0.59511
H 3.07728 0.66913 0.39723
O -2.15258 -0.69328 1.11540
H -0.64278 1.33057 -1.07859


#b
9
Properties=species:S:1:pos:R:3 method="wB97M-V/def2-TZVPD" homo_energy_ev=-0.18 total_charge=-2 lumo_energy_ev=6.80 gap_ha=0.2566
C -0.11599 -0.11477 1.02027
O 0.71531 -0.23134 3.18559
C -0.38631 -0.51733 -4.37881
O -0.12075 1.58749 2.33475
H -0.17950 0.38192 -0.08502
C -0.15334 -0.32605 -3.15754
H -0.01133 -0.13943 -1.95865
N 0.11089 0.50778 2.21611
H 0.14101 -1.14828 0.82329


Name the most stable of them. #b.


#a
8
Properties=species:S:1:pos:R:3 method="wB97M-V/def2-TZVPD" homo_energy_ev=-3.30 total_charge=-1 lumo_energy_ev=4.43 gap_ha=0.2839
O 0.69589 -0.81393 0.21610
O -1.09462 1.18513 -0.28549
C -1.22145 0.05123 -0.12399
P 1.93173 0.09745 0.13683
N -1.95540 -0.95485 -0.18186
H 1.36275 0.94290 -0.80843
H 1.84520 1.26298 0.99711
H -1.56409 -1.77090 0.04973


#b
8
Properties=species:S:1:pos:R:3 method="wB97M-V/def2-TZVPD" homo_energy_ev=-4.11 total_charge=-1 lumo_energy_ev=4.59 gap_ha=0.3197
H -0.10022 -0.00557 -0.67708
O 1.74369 1.80182 0.26284
O 1.66386 -0.45084 -0.76661
C -1.61817 -0.57943 0.74957
H -1.48439 -0.53704 -1.31582
H -0.96442 -0.22573 1.68979
N -1.14445 -0.33503 -0.46474
P 1.90411 0.33182 0.52205


Name the most stable of them. #a.